1.
{"formula": "H14O7", "method": "ωB97M-V with the def2-TZVPD basis set", "smiles": "O.O.O.O.O.O.O", "total_charge": 0, "homo_lumo_gap_ev": 11.09, "homo_energy_ev": -10.51, "energy_ha": -535.07321, "max_force_ev_per_a": 3.45, "elements": ["O", "O", "O", "O", "O", "O", "O", "H", "H", "H", "H", "H", "H", "H", "H", "H", "H", "H", "H", "H", "H"], "xyz": [[4.98683, -5.07613, 1.39938], [9.52650, -5.39786, 2.54758], [9.35499, -6.38725, -0.95941], [8.60231, -4.22400, 4.70284], [6.15829, -4.38977, 3.79688], [11.31095, -6.69520, 0.92068], [7.69148, -5.01293, 0.81378], [7.04232, -4.10683, 4.38594], [11.95085, -6.04892, 0.75148], [7.54881, -4.10209, 0.61100], [8.56638, -5.90243, -0.65547], [10.25030, -6.00169, 2.20115], [4.99056, -4.76567, 2.29579], [9.71305, -6.25174, -1.82445], [8.99763, -4.64909, 3.89527], [6.76418, -5.35551, 0.89020], [10.75460, -6.73089, 0.03971], [4.10155, -5.46775, 1.22233], [5.72763, -4.91726, 4.45789], [8.79255, -5.58158, 1.92176], [8.84754, -3.28643, 4.88415]], "lowdin_charge": [-0.0622, -0.1010, -0.0479, -0.0878, -0.1500, -0.0818, -0.0501, 0.0752, 0.0095, 0.0685, 0.0330, 0.0434, -0.0087, 0.0466, 0.0084, 0.0605, 0.0655, 0.0760, 0.0115, 0.0091, 0.0823]}

***

2.
{"formula": "C2H5NS2", "method": "ωB97M-V with the def2-TZVPD basis set", "multiplicity": 3, "s_squared": 2.01, "total_charge": 0, "homo_lumo_gap_ev": [6.38, 6.39], "homo_energy_ev": [-5.50, -9.58], "energy_ha": -930.15438, "max_force_ev_per_a": 3.55, "elements": ["S", "S", "N", "C", "C", "H", "H", "H", "H", "H"], "xyz": [[-1.34477, -2.57896, -1.33636], [2.51610, 0.84590, -1.49440], [-0.57790, -0.38733, 0.10712], [-1.02563, -1.36364, -0.41795], [-0.74323, 0.49454, 1.20006], [-1.52325, 1.22487, 0.97256], [1.22297, 1.13130, -1.55443], [0.20056, 1.01780, 1.35442], [2.28520, -0.32986, -0.93521], [-1.01005, -0.05463, 2.10419]], "lowdin_charge": [0.7399, 0.4777, -0.0674, -0.8037, -0.1087, 0.0874, -0.2459, 0.0791, -0.2434, 0.0850]}

***

3.
{"formula": "C17H14BaClNO2S2", "method": "ωB97M-V with the def2-TZVPD basis set", "total_charge": -2, "homo_lumo_gap_ev": 5.73, "homo_energy_ev": -1.61, "energy_ha": -2143.55677, "max_force_ev_per_a": 3.87, "elements": ["Ba", "Cl", "S", "S", "O", "O", "N", "C", "C", "C", "C", "C", "C", "C", "C", "C", "C", "C", "C", "C", "C", "C", "C", "C", "H", "H", "H", "H", "H", "H", "H", "H", "H", "H", "H", "H", "H", "H"], "xyz": [[0.11782, 0.96874, -1.65563], [1.65825, 1.68882, 0.49445], [1.36691, 1.32263, 4.64696], [-1.46319, 0.89678, 1.56681], [2.62177, 0.64641, 4.43027], [1.30602, 2.46386, 5.50404], [0.57307, 1.59954, 3.17262], [-1.86417, -0.91970, 4.27292], [-0.80993, -0.01994, 4.11463], [1.49566, 2.17208, -6.34835], [-1.03322, -1.46306, 6.48971], [0.92845, 1.01660, -6.96555], [-0.07381, -1.98806, -2.32835], [1.19854, -1.87606, -0.40526], [-1.98220, -1.63269, 5.46596], [-0.49328, 1.13863, -6.90631], [-0.53214, 0.87137, 2.96115], [-0.96248, -1.89209, -1.21725], [0.14126, 0.12381, 5.13126], [0.42570, 3.00652, -5.90618], [-0.80296, 2.36901, -6.25269], [-0.17528, -1.82721, -0.03034], [0.04386, -0.58386, 6.32597], [1.26172, -1.97754, -1.82927], [-1.80684, 2.77352, -6.09282], [-2.05463, -1.99316, -1.23970], [-0.55319, -1.82872, 0.99858], [2.17257, -2.16642, -2.40942], [-2.56963, -1.01217, 3.43354], [0.53011, 3.98901, -5.43587], [0.79645, -0.42773, 7.10037], [2.56357, 2.39674, -6.27201], [1.48297, 0.20013, -7.43730], [-1.21431, 0.43186, -7.32714], [-0.36784, -2.19672, -3.36931], [-1.14481, -2.02338, 7.42195], [-2.82020, -2.32055, 5.60529], [2.03941, -1.92700, 0.29224]], "lowdin_charge": [1.3865, -0.4723, 0.6240, 0.4800, -0.3197, -0.3228, -0.1709, -0.0467, -0.2324, -0.2317, -0.1058, -0.2259, -0.3336, -0.2245, -0.0961, -0.2301, -0.8717, -0.3047, -0.2240, -0.2429, -0.2410, -0.2625, -0.0618, -0.2717, 0.0458, 0.0749, 0.0625, 0.0749, 0.0941, 0.0475, 0.1106, 0.0499, 0.0498, 0.0482, 0.0775, 0.0891, 0.0923, 0.0851]}

***

The evaluated energy above the lowest of the compared OMol25 structures with the same formula, charge and spin for the records listed, in turn: 132.93, 149.61, 94.97 kJ/mol.